Entry from OMol25: 12 unconnected molecules or ions with the total composition H24O12 in a non-equilibrium geometry (ωB97M-V/def2-TZVPD).

The geometry in XYZ format:
```
36
Properties=species:S:1:pos:R:3:forces:R:3
H 1.42795 2.00259 -2.06175 -0.22 -0.75 -1.03
H 1.64399 -1.30089 1.88703 0.60 -0.74 -0.39
O -1.28586 -2.82721 1.39475 1.91 0.02 -0.99
O -3.10595 -0.16721 -1.90473 0.60 -1.73 -0.08
H -2.43421 -1.78388 2.29067 0.66 -1.64 -1.63
H 0.66234 0.55872 -1.27435 -0.97 -0.36 0.43
O 1.45455 0.59761 1.81040 3.54 2.00 -3.07
H 0.61112 0.38844 2.08379 -3.17 -0.33 0.58
H -2.24751 1.17585 1.52170 -3.92 -4.52 5.84
H 1.41662 0.97522 0.81548 -0.22 -1.70 3.34
O 0.34763 0.01733 -0.48726 0.17 0.07 -0.19
H 0.43234 -1.90099 -1.98075 -0.76 -0.26 -0.17
H 2.02454 -1.61117 -1.02423 1.42 0.03 -1.20
O -0.56445 3.72711 0.82173 0.23 -1.57 -2.62
H 1.95901 0.62379 -2.58250 -0.95 0.73 -0.40
H 2.43430 -2.33055 2.59315 2.94 -0.66 4.08
O 1.93116 -2.25368 1.86642 -3.51 1.48 -3.92
H -0.72072 3.74054 1.73554 -0.16 0.36 2.08
H -0.39562 -2.76267 1.80917 -0.64 -0.26 0.21
H -0.93938 2.79356 0.60873 0.60 2.10 0.67
H -0.16159 -2.56571 -3.10374 1.79 -1.92 -8.84
H 3.18877 -2.30504 -1.72669 2.72 -3.27 0.64
H 2.43551 3.66501 -0.42504 -0.69 -1.38 -1.48
H -2.30059 -0.21607 -2.47775 -0.89 -0.11 0.76
O 1.16155 1.21910 -2.63988 1.68 0.06 0.85
O -1.90587 1.58318 0.85356 4.17 4.04 -6.70
H -0.29834 0.51184 0.04716 0.03 -0.24 -0.62
O 1.69581 3.13342 -0.86531 1.48 2.08 2.23
H -3.27482 -1.12788 -1.64677 0.47 1.94 -0.53
H 1.02460 3.49529 -0.24714 -0.93 -0.50 -0.34
H -2.62512 -1.02850 3.41892 -0.57 -0.28 7.53
H -0.98707 -2.59222 0.48449 -0.87 -0.24 0.47
O -0.34208 -2.40810 -2.29326 -1.35 2.17 8.88
O -2.58426 -0.90439 2.56657 -0.20 2.65 -5.74
O 2.61287 -1.62858 -1.84289 -4.12 3.52 0.88
H -2.29120 1.50615 -0.02525 -0.87 -0.80 0.46
```
Forces are in eV/Å.

Output
- SMILES = O.O.O.O.O.O.O.O.O.O.O.O
- energy relative to the best compared isomer or geometry (same formula, charge and spin) (kJ/mol) = 326.3
- total charge = 0
- HOMO-LUMO gap (eV) = 11.23

Mulliken population analysis, charges in e, atoms 1 to 2: 0.4307 0.4420